1.
C11H12NO6Yb as an isolated structure. Source: OMol25; level of theory: the ωB97M-V functional and the def2-TZVPD basis.

Properties
frontier orbital gap (spin up / spin down): 6.8 / 6.4 eV
charge: +2
spin multiplicity: 2
highest occupied orbital energy (spin up / spin down): -17.1 / -17.2 eV
⟨S²⟩: 0.834

Each line ends with the Mulliken charge.
CARTESIAN COORDINATES (ANGSTROEM)
O1 0.3946 3.6666 -5.2497  -0.17
C1 0.6525 2.5014 -5.2967  0.20
Yb1 1.0145 -1.6567 -2.5394  0.99
O2 0.1800 2.1390 -1.6843  -0.41
C2 0.4007 1.3619 -2.6259  0.68
C3 -0.5671 -0.6220 -3.7019  0.39
O3 -1.2242 -1.5790 -3.2230  -0.35
C4 1.7854 0.8896 -2.9352  0.05
O4 2.8507 1.4732 -3.1869  -0.21
C5 -0.6270 0.9445 -3.5888  0.64
O5 -1.4966 1.5551 -4.2033  -0.36
H1 1.3772 -1.1561 -4.2126  0.07
O6 0.4137 -1.0726 -0.6833  -0.38
C6 -0.0601 -0.9390 0.4992  0.49
C7 0.4528 -1.8181 1.6618  -0.76
C8 1.1161 -1.0221 2.7765  -0.60
C9 0.1104 -0.4114 3.7508  -0.66
C10 -0.8042 0.6536 3.1388  -0.60
C11 -1.7332 0.1337 2.0320  -0.76
N1 -1.0200 -0.0604 0.7590  0.09
H2 -0.3868 -2.4285 2.0407  0.38
H3 1.1807 -2.4940 1.2044  0.30
H4 1.7820 -1.6973 3.3295  0.37
H5 1.7518 -0.2218 2.3605  0.32
H6 -0.5083 -1.2102 4.1844  0.31
H7 0.6685 0.0539 4.5735  0.34
H8 -1.4576 1.0514 3.9274  0.35
H9 -0.2029 1.4943 2.7586  0.33
H10 -2.1655 -0.8262 2.3463  0.36
H11 -2.5361 0.8576 1.8428  0.40
H12 -1.3421 0.4395 -0.0554  0.23

***

2.
C21H26BBrEuIN7O6 as an isolated structure. Source: OMol25; level of theory: the ωB97M-V functional and the def2-TZVPD basis.

Properties
frontier orbital gap (spin up / spin down): 6.5 / 6.6 eV
charge: -2
spin multiplicity: 8
highest occupied orbital energy (spin up / spin down): -2.6 / -2.8 eV
⟨S²⟩: 15.760

Each line ends with the Mulliken charge.
CARTESIAN COORDINATES (ANGSTROEM)
Eu1 14.0711 7.0234 12.0423  0.97
C1 16.2102 12.5965 12.5994  -1.42
C2 16.3009 11.1855 13.0920  0.69
C3 17.3956 10.8125 13.8589  -0.44
C4 17.3704 9.6740 14.6260  -0.37
C5 16.3145 8.7937 14.4258  -0.13
Br1 16.3463 7.0672 15.1859  -0.14
N1 15.2864 9.0497 13.6091  -0.24
C6 15.2924 10.2214 12.9503  0.02
H1 17.1374 13.1704 12.7684  0.38
H2 15.4106 13.1654 13.1283  0.25
H3 15.9276 12.6079 11.5583  0.34
H4 18.2367 11.4819 13.9146  0.36
H5 18.1356 9.3827 15.3322  0.36
H6 14.4153 10.5568 12.3805  0.40
N2 12.4517 9.0493 12.0413  -0.30
C7 11.3233 8.8197 12.1268  0.37
N3 10.0613 8.5001 12.0590  0.01
C8 9.1634 8.5614 13.1890  -0.71
C9 8.9386 7.1148 13.7562  -0.35
O1 8.4777 6.2794 12.6854  -0.47
C10 9.4836 6.1941 11.6731  -0.20
C11 9.7105 7.4896 10.9705  0.77
H7 8.1846 9.0451 12.9411  0.27
H8 9.5787 9.1120 14.0348  0.42
H9 8.1140 7.1111 14.4743  0.37
H10 9.8465 6.7480 14.2561  0.18
H11 9.1161 5.4081 11.0455  0.38
H12 10.4094 5.8255 12.1305  0.00
H13 8.7645 7.8341 10.5462  0.10
H14 10.5521 7.4431 10.2562  -0.37
I1 12.3926 4.4702 14.0308  -0.78
O2 12.7048 13.5816 15.1325  -0.68
N4 13.3447 12.5060 15.2226  0.90
O3 12.8918 11.4229 14.7793  -0.59
O4 14.5098 12.4714 15.6943  -0.62
C12 10.5740 7.1528 6.8298  -1.84
C13 11.9912 7.4412 7.4607  1.63
C14 12.4831 8.7639 6.9559  -2.03
O5 11.9274 7.4722 8.8671  -0.87
B1 13.0163 6.8643 9.4826  0.41
O6 13.8358 6.3436 8.3945  -0.57
C15 12.9706 6.2304 7.2106  1.58
C16 12.2959 4.8664 7.2793  -1.91
C17 13.8598 6.3642 5.9520  -1.93
H15 10.0870 8.1004 6.6307  0.46
H16 10.0752 6.3902 7.5037  0.30
H17 10.5782 6.6858 5.8974  0.39
H18 11.9038 9.5551 7.4376  0.58
H19 12.4663 8.8311 5.8216  0.29
H20 13.4837 9.0063 7.4123  0.34
H21 11.5997 4.7975 8.1315  0.36
H22 13.1599 4.1977 7.4021  0.49
H23 11.8248 4.5325 6.3801  0.30
H24 14.6152 7.1223 6.1112  0.37
H25 13.2936 6.5534 5.0655  0.34
H26 14.4140 5.4655 5.7324  0.48
N5 16.4372 6.6701 11.4580  -0.55
C18 17.5894 6.5763 11.5889  0.44
C19 18.9572 6.4416 11.7045  -0.01
C20 19.6657 5.2329 11.3591  0.07
N6 20.2199 4.2574 11.0779  -0.53
C21 19.6264 7.5397 12.2392  0.23
N7 20.0751 8.5444 12.5901  -0.55

***

3.
A 2-piece molecular cluster, C2H6O4 overall. Source: OMol25; level of theory: the ωB97M-V functional and the def2-TZVPD basis.

Properties
frontier orbital gap: 10.1 eV
SMILES string: COC=O.OO
highest occupied orbital energy: -9.3 eV

Each line ends with the Mulliken charge.
CARTESIAN COORDINATES (ANGSTROEM)
C1 -1.7630 -0.7480 0.1397  -0.56
O1 -0.5179 -1.1815 -0.4451  -0.25
C2 0.5840 -0.8148 0.1634  0.37
O2 0.6184 -0.3637 1.3447  -0.61
H1 -1.8438 -1.1186 1.1609  0.28
H2 -1.8113 0.3408 0.1401  0.26
H3 -2.5405 -1.1504 -0.5036  0.24
H4 1.4714 -1.0664 -0.4226  0.36
O3 0.8557 1.3382 -0.1993  -0.48
O4 2.1305 1.7416 -0.7222  -0.35
H5 0.9477 0.8736 0.9029  0.43
H6 1.8688 2.1491 -1.5590  0.31

***

Relative energy (zero: lowest compared OMol25 entry of this formula, charge and spin) / kJ/mol: 582.8; 0.0; 442.9